DFT (ωB97M-V/def2-TZVPD) results for a gas-phase ion, C7H11N4 (charge +1).

```
22
Properties=species:S:1:pos:R:3
C 1.851 -0.322 1.111
N 1.117 -0.013 -0.129
N 1.513 -1.015 -1.018
C 1.383 1.454 -0.328
C 0.248 2.185 -0.162
N -0.787 1.485 0.156
C -2.177 1.324 0.234
C -2.534 0.052 0.138
C -1.378 -0.823 -0.022
N -1.488 -2.185 -0.165
C -0.252 -0.109 0.002
H 2.934 -0.127 0.948
H 1.296 0.121 2.035
H 1.783 -1.506 1.201
H 0.964 -0.824 -1.833
H 2.482 -1.159 -1.207
H 2.202 1.696 -0.917
H 0.258 3.309 -0.126
H -2.739 2.196 0.160
H -3.597 -0.377 0.170
H -2.408 -2.510 -0.036
H -0.671 -2.854 -0.210
```

Kohn-Sham gap: 8.92 eV
Net charge: +1
Largest force on an atom: 7.71 eV/Å
E_HOMO: -12.084 eV